A structure of composition C7H15Cl12HgO in a non-equilibrium geometry, computed with ωB97M-V with the def2-TZVPD basis set.

The geometry in XYZ format:
```
36
C7H15Cl12HgO, DFT ωB97M-V with the def2-TZVPD basis set
Hg 16.98 7.86 -21.06
C 16.36 10.58 -15.55
O 16.27 10.28 -16.91
H 17.38 10.48 -15.19
H 16.11 11.60 -15.27
H 15.67 9.94 -15.00
C 21.17 7.85 -11.51
Cl 21.60 6.55 -10.31
Cl 21.95 7.66 -13.11
H 20.10 7.85 -11.71
H 21.32 8.87 -11.16
C 10.46 7.50 -10.63
Cl 10.49 8.72 -12.00
Cl 12.07 6.81 -10.29
H 10.20 8.08 -9.74
H 9.78 6.67 -10.81
C 10.78 15.58 -14.90
Cl 9.64 15.44 -13.47
Cl 10.59 17.16 -15.54
H 11.79 15.44 -14.53
H 10.52 14.82 -15.64
C 14.17 13.20 -8.98
Cl 15.52 12.30 -8.19
Cl 14.52 14.94 -9.08
H 14.03 12.81 -9.99
H 13.24 13.08 -8.42
C 11.95 4.68 -16.71
Cl 12.83 4.92 -18.27
Cl 11.43 3.01 -16.37
H 12.67 4.97 -15.95
H 11.10 5.35 -16.60
C 17.90 16.93 -17.66
Cl 17.91 17.85 -19.18
Cl 16.95 17.64 -16.33
H 17.48 15.94 -17.84
H 18.93 16.83 -17.31
```

HOMO level: -12.44 eV
F_max: 0.0804 Eh/bohr
frontier orbital gap: 1.8 eV
total charge: +1
energy relative to the best compared isomer or geometry (same formula, charge and spin): 487.3 kJ/mol